# C6H20FInO4S2

C6H20FInO4S2 as an isolated structure (ωB97M-V/def2-TZVPD, OMol25).

Calculated values
**Net charge**: +2
**Gap between HOMO and LUMO**: 3.90 eV
**HOMO energy**: -15.72 eV
**DFT total energy**: -44268.65183 eV
**Energy above the lowest of the compared OMol25 structures with the same formula, charge and spin**: 0.0 kcal per mole

XYZ file:
```
34
Properties=species:S:1:pos:R:3:forces:R:3
In -25.5524 -4.8390 25.3612 -2.224 -0.566 4.632
S -23.6672 -2.7698 23.4240 -1.001 2.175 0.618
S -25.9897 -4.4645 21.9804 -4.531 -2.031 -3.597
F -27.2422 -3.6637 24.4368 3.851 -1.985 3.258
O -25.5251 -4.9369 23.3524 -0.242 -2.298 -2.231
O -28.9613 -2.8737 23.4734 -5.110 2.928 -0.655
O -25.6825 -0.8056 26.1254 2.418 1.884 -0.303
O -24.0980 -4.1898 23.8265 4.195 -0.156 -0.181
C -26.0201 -5.8831 20.8318 1.962 -0.126 -0.077
C -27.8098 -4.4284 22.1809 0.493 -1.257 -1.375
C -25.3152 -1.9391 23.9339 1.350 -0.644 -1.257
C -29.0404 -1.4878 23.6613 0.271 0.729 0.058
C -26.9588 -1.1922 26.4244 -1.452 -0.612 0.731
C -23.7029 -2.6167 21.6469 -1.401 0.591 0.112
H -25.3975 -0.8529 23.8952 0.387 -0.110 -0.774
H -26.3807 -5.5664 19.8531 -0.565 0.418 0.275
H -26.9173 -1.4316 27.4870 -1.169 -0.202 0.009
H -28.2690 -4.5269 21.1973 0.411 -0.292 -0.205
H -28.1735 -5.1794 22.8822 0.511 -0.476 -0.317
H -24.9816 -6.1255 20.6066 0.158 -0.332 0.220
H -23.5232 -1.5526 21.4938 0.945 -0.023 -0.254
H -24.7689 -2.6922 21.4324 0.795 0.267 -0.508
H -26.5398 -6.7556 21.2279 -0.164 0.341 0.157
H -25.4459 -2.1242 25.0001 0.276 -0.922 -1.297
H -28.0604 -1.0392 23.4986 0.378 0.219 -0.042
H -25.0892 -1.5590 26.1686 0.254 0.614 1.421
H -28.1526 -3.5066 22.6507 0.341 0.697 -1.474
H -25.9641 -2.5628 23.3191 -0.277 1.025 0.234
H -29.3274 -1.2243 24.6793 -0.339 -0.072 -0.038
H -27.6576 -0.3988 26.1592 0.223 0.208 0.509
H -28.2413 -3.2425 23.9904 -0.535 0.339 1.586
H -27.2458 -2.0178 25.7732 -0.337 -0.374 0.493
H -23.1271 -3.3715 21.1114 0.378 0.408 0.156
H -29.6944 -0.9947 22.9420 -0.246 -0.367 0.114
```
Positions in Å, forces in eV/Å.